(1)
{"formula": "C52H48BrMoN7O3S3", "method": "ωB97M-V/def2-TZVPD", "charge": 2, "spin_multiplicity": 3, "lumo_energy_ev": [-5.689, -6.407], "e_tot_ev": -175672.150, "orbital_gap_ev": [6.557, 5.849], "symbols": ["Mo", "O", "C", "N", "C", "O", "C", "C", "C", "C", "C", "N", "C", "C", "C", "C", "C", "N", "H", "H", "H", "H", "H", "H", "H", "H", "C", "C", "C", "C", "C", "C", "C", "Br", "C", "O", "C", "C", "C", "C", "C", "C", "H", "H", "H", "H", "H", "H", "H", "H", "H", "H", "H", "H", "H", "H", "H", "H", "H", "H", "H", "H", "S", "C", "C", "C", "C", "C", "C", "N", "C", "C", "C", "C", "C", "C", "C", "C", "N", "C", "C", "C", "C", "C", "S", "C", "H", "H", "H", "H", "H", "H", "H", "H", "H", "H", "H", "H", "C", "C", "C", "C", "N", "C", "S", "N", "C", "H", "H", "H", "H", "H", "H", "H", "H"], "coordinates": [[0.502, 0.263, -0.125], [-2.754, 2.616, 0.753], [-1.947, 2.079, 0.041], [-0.564, 2.005, 0.263], [-0.015, 2.970, 1.101], [-0.551, 3.942, 1.560], [1.429, 2.688, 1.341], [2.200, 3.538, 2.106], [3.553, 3.276, 2.246], [4.076, 2.187, 1.559], [3.236, 1.373, 0.831], [1.909, 1.581, 0.747], [-2.319, 1.368, -1.207], [-3.579, 1.517, -1.758], [-3.862, 0.844, -2.931], [-2.866, 0.059, -3.495], [-1.641, -0.039, -2.861], [-1.360, 0.601, -1.724], [1.718, 4.395, 2.555], [4.188, 3.917, 2.841], [5.135, 1.972, 1.581], [3.632, 0.523, 0.294], [-4.297, 2.148, -1.253], [-4.832, 0.932, -3.402], [-3.034, -0.473, -4.420], [-0.866, -0.647, -3.302], [0.410, -4.823, -6.161], [1.782, -4.490, -5.551], [2.758, -4.150, -6.676], [2.306, -5.726, -4.801], [1.613, -3.340, -4.564], [0.813, -3.518, -3.433], [0.685, -2.486, -2.542], [-0.426, -2.678, -0.982], [1.307, -1.231, -2.705], [1.104, -0.329, -1.731], [2.103, -1.031, -3.841], [2.221, -2.104, -4.728], [2.876, 0.257, -4.167], [2.456, 0.753, -5.560], [2.656, 1.414, -3.185], [4.378, -0.072, -4.167], [0.513, -5.651, -6.863], [0.003, -3.965, -6.696], [-0.304, -5.123, -5.392], [2.873, -5.017, -7.327], [3.747, -3.897, -6.288], [2.395, -3.325, -7.291], [2.401, -6.562, -5.494], [1.630, -6.031, -4.003], [3.286, -5.528, -4.363], [0.293, -4.445, -3.236], [2.844, -1.962, -5.599], [1.393, 1.001, -5.577], [2.645, 0.009, -6.332], [3.021, 1.650, -5.816], [1.606, 1.700, -3.114], [3.210, 2.280, -3.550], [3.037, 1.178, -2.190], [4.628, -0.811, -4.928], [4.687, -0.468, -3.197], [4.954, 0.832, -4.371], [4.498, -3.385, -2.123], [5.662, -4.613, -2.358], [6.034, -5.196, -1.187], [5.371, -4.641, -0.071], [4.498, -3.637, -0.403], [3.642, -2.862, 0.484], [2.762, -1.905, -0.048], [1.884, -1.201, 0.660], [1.876, -1.394, 2.005], [2.768, -2.272, 2.646], [2.729, -2.367, 4.074], [1.843, -1.647, 4.792], [0.897, -0.784, 4.152], [-0.041, -0.030, 4.860], [-0.946, 0.759, 4.169], [-0.883, 0.735, 2.762], [0.027, 0.082, 2.057], [0.913, -0.678, 2.752], [-1.930, 1.595, 4.829], [-2.801, 2.503, 4.276], [-3.598, 3.157, 5.239], [-3.330, 2.748, 6.510], [-2.105, 1.564, 6.559], [3.647, -3.019, 1.862], [6.011, -4.829, -3.355], [6.753, -5.999, -1.126], [5.540, -4.979, 0.941], [2.800, -1.722, -1.110], [3.428, -3.034, 4.561], [1.821, -1.713, 5.872], [-0.053, -0.073, 5.941], [-1.651, 1.276, 2.235], [-2.860, 2.719, 3.217], [-4.338, 3.905, 4.998], [-3.781, 3.086, 7.429], [4.324, -3.712, 2.343], [-7.669, -2.219, 0.896], [-6.439, -1.984, 1.700], [-6.346, -2.162, 3.052], [-5.115, -1.900, 3.684], [-4.046, -1.509, 3.005], [-4.120, -1.368, 1.679], [-2.799, -0.988, 0.711], [-5.327, -1.572, 1.048], [-4.955, -2.077, 5.155], [-8.486, -2.551, 1.531], [-7.485, -2.981, 0.136], [-7.974, -1.306, 0.382], [-7.201, -2.502, 3.617], [-5.342, -1.440, 0.047], [-5.890, -2.367, 5.627], [-4.585, -1.153, 5.600], [-4.201, -2.843, 5.341]], "mulliken_spin": [1.91, 0.00, 0.03, -0.08, 0.02, 0.02, 0.03, -0.01, 0.02, -0.01, 0.04, -0.10, -0.02, -0.01, 0.00, 0.00, 0.01, 0.02, 0.00, 0.00, 0.00, 0.01, 0.00, 0.00, 0.00, 0.00, 0.00, 0.00, 0.00, 0.00, 0.01, 0.00, 0.01, 0.02, 0.01, 0.11, 0.01, -0.01, 0.00, 0.00, 0.00, 0.00, 0.00, 0.00, 0.00, 0.00, 0.00, 0.00, 0.00, 0.00, 0.00, 0.00, 0.00, 0.00, 0.00, 0.00, -0.01, 0.00, 0.00, 0.00, 0.00, 0.00, 0.00, 0.00, 0.00, 0.00, 0.00, -0.02, 0.00, -0.04, 0.01, -0.01, 0.00, 0.00, -0.01, 0.02, 0.00, 0.02, -0.04, 0.02, 0.00, 0.00, 0.00, 0.00, 0.00, 0.02, 0.00, 0.00, 0.00, 0.00, 0.00, 0.00, 0.00, -0.02, 0.00, 0.00, 0.00, 0.00, 0.00, 0.00, 0.00, 0.00, 0.00, 0.01, -0.01, 0.00, 0.00, 0.00, 0.00, 0.00, 0.00, 0.00, 0.00, 0.00, 0.00]}

(2)
{"formula": "C38H20IrN8O4PS7Se", "method": "ωB97M-V/def2-TZVPD", "charge": -1, "spin_multiplicity": 2, "lumo_energy_ev": [-0.214, -0.202], "e_tot_ev": -213161.925, "orbital_gap_ev": [4.646, 4.655], "symbols": ["Ir", "Se", "N", "C", "C", "C", "C", "C", "N", "C", "C", "N", "C", "C", "C", "C", "C", "N", "H", "H", "H", "H", "H", "H", "S", "C", "S", "C", "C", "S", "S", "S", "O", "C", "O", "C", "C", "C", "C", "C", "C", "N", "O", "O", "H", "H", "H", "H", "N", "C", "C", "C", "N", "C", "N", "S", "P", "S", "C", "C", "C", "C", "C", "C", "C", "C", "C", "C", "C", "C", "H", "H", "H", "H", "H", "H", "H", "H", "H", "H"], "coordinates": [[-1.778, 0.172, -1.233], [-6.062, 4.948, 2.786], [-4.812, 3.761, 3.232], [-4.252, 3.304, 2.124], [-3.221, 2.311, 2.099], [-2.634, 1.758, 3.233], [-1.653, 0.790, 3.090], [-1.310, 0.353, 1.813], [-1.867, 0.839, 0.725], [-2.793, 1.837, 0.823], [-3.288, 2.390, -0.374], [-2.806, 1.888, -1.554], [-3.163, 2.469, -2.687], [-4.027, 3.554, -2.746], [-4.584, 4.039, -1.573], [-4.231, 3.457, -0.364], [-4.763, 3.863, 0.904], [-5.726, 4.757, 1.050], [-2.967, 2.078, 4.209], [-1.157, 0.363, 3.945], [-0.576, -0.421, 1.650], [-2.748, 2.048, -3.593], [-4.273, 3.994, -3.699], [-5.269, 4.871, -1.578], [1.715, 4.394, -6.302], [1.298, 3.405, -5.065], [0.998, 1.698, -5.264], [0.493, 1.361, -3.618], [0.566, 2.422, -2.739], [0.230, 2.325, -1.082], [1.080, 3.957, -3.425], [-0.034, -0.222, -3.259], [-0.277, -2.544, -2.399], [-0.511, -2.536, -1.200], [-1.000, -1.582, -0.512], [-0.281, -3.767, -0.363], [0.265, -3.653, 0.910], [0.361, -4.762, 1.722], [-0.114, -5.989, 1.260], [-0.620, -6.119, -0.031], [-0.695, -5.006, -0.841], [-0.111, -7.112, 2.136], [-0.549, -8.175, 1.715], [0.316, -6.955, 3.274], [0.610, -2.688, 1.245], [0.773, -4.706, 2.716], [-0.958, -7.088, -0.365], [-1.091, -5.074, -1.842], [-3.059, -0.651, -2.478], [-4.188, -0.855, -2.721], [-5.512, -0.988, -2.996], [-6.295, 0.164, -2.845], [-6.915, 1.122, -2.699], [-6.109, -2.194, -3.375], [-6.614, -3.179, -3.688], [3.033, 2.997, 0.286], [3.245, 1.034, 0.478], [1.727, -0.028, -0.306], [3.465, 0.595, 2.245], [4.581, 1.089, 2.907], [4.767, 0.798, 4.244], [3.843, 0.015, 4.920], [2.728, -0.472, 4.260], [2.536, -0.178, 2.922], [4.815, 0.445, -0.261], [5.731, 1.331, -0.807], [6.885, 0.842, -1.393], [7.114, -0.523, -1.438], [6.201, -1.408, -0.883], [5.051, -0.924, -0.289], [5.294, 1.699, 2.368], [5.639, 1.173, 4.758], [4.001, -0.221, 5.962], [2.015, -1.092, 4.785], [1.674, -0.551, 2.387], [5.530, 2.394, -0.773], [7.601, 1.526, -1.825], [8.008, -0.900, -1.913], [6.382, -2.472, -0.927], [4.320, -1.595, 0.144]], "mulliken_spin": [-0.07, 0.00, 0.00, 0.00, 0.02, -0.03, 0.02, -0.03, 0.03, 0.01, -0.04, 0.05, 0.00, 0.00, -0.01, -0.02, 0.00, 0.00, 0.00, 0.00, -0.02, 0.00, 0.00, 0.00, 0.06, 0.01, 0.00, 0.18, -0.04, 0.66, -0.02, 0.00, 0.00, 0.01, -0.02, -0.01, -0.01, 0.00, 0.00, 0.00, 0.00, 0.00, 0.00, 0.00, 0.01, 0.00, 0.00, 0.00, -0.05, 0.02, 0.02, 0.00, 0.01, 0.00, 0.01, 0.05, 0.02, 0.17, 0.01, 0.00, 0.00, 0.00, 0.00, 0.01, 0.00, 0.00, 0.00, 0.00, 0.00, 0.00, 0.00, 0.00, 0.00, 0.00, -0.01, 0.00, 0.00, 0.00, 0.00, 0.00]}

(3)
{"formula": "C21H28N3O2Pt", "method": "ωB97M-V/def2-TZVPD", "charge": -1, "spin_multiplicity": 3, "lumo_energy_ev": [2.440, 2.433], "e_tot_ev": -34037.975, "orbital_gap_ev": [5.171, 5.688], "symbols": ["O", "C", "C", "H", "H", "C", "H", "H", "C", "H", "H", "H", "C", "H", "H", "H", "Pt", "C", "C", "C", "H", "C", "C", "H", "H", "H", "H", "C", "C", "C", "H", "C", "C", "H", "H", "H", "H", "O", "C", "C", "H", "H", "C", "H", "H", "C", "H", "H", "H", "H", "N", "C", "N", "C", "N"], "coordinates": [[-0.971, -0.191, -4.538], [-1.557, 0.906, -5.362], [-0.773, 0.496, -6.606], [-1.271, 1.876, -4.945], [-2.642, 0.768, -5.468], [-0.431, -0.768, -5.778], [0.119, 1.116, -6.791], [-1.354, 0.332, -7.523], [1.037, -1.091, -5.689], [1.604, -0.249, -5.276], [1.436, -1.284, -6.697], [1.193, -1.985, -5.068], [-1.270, -1.972, -6.167], [-2.314, -1.670, -6.324], [-1.228, -2.727, -5.368], [-0.906, -2.425, -7.100], [-0.559, -0.815, -2.280], [-2.929, -1.153, 0.169], [-2.238, -0.024, -0.235], [-2.326, 0.085, -1.715], [-1.767, 0.728, 0.399], [-3.102, -1.119, -2.148], [-3.471, -1.818, -0.995], [-4.160, -2.651, -0.950], [-3.121, -1.457, 1.207], [-2.301, 1.025, -2.259], [-3.447, -1.297, -3.159], [0.250, -2.047, 0.040], [-0.430, -2.811, -0.962], [0.367, -2.777, -2.184], [-1.281, -3.462, -0.816], [1.481, -1.853, -1.923], [1.407, -1.473, -0.522], [2.176, -0.925, 0.014], [-0.051, -2.000, 1.086], [0.218, -3.374, -3.077], [2.309, -1.711, -2.613], [3.288, 2.187, -5.365], [3.065, 1.744, -4.010], [2.125, 2.738, -3.312], [4.014, 1.731, -3.446], [2.677, 0.714, -4.003], [1.978, 3.932, -4.281], [2.550, 3.072, -2.361], [1.165, 2.252, -3.135], [3.019, 3.620, -5.383], [2.174, 4.878, -3.762], [0.957, 3.926, -4.693], [3.933, 4.211, -5.140], [2.694, 3.916, -6.394], [0.388, 0.924, -1.640], [0.465, 1.405, -0.548], [0.606, 2.168, 0.449], [0.621, 1.924, 1.744], [0.660, 1.812, 2.915]], "mulliken_spin": [0.06, 0.01, 0.00, 0.00, 0.00, 0.01, 0.00, 0.00, 0.00, 0.00, 0.00, 0.00, 0.00, 0.00, 0.00, 0.00, 1.08, 0.00, 0.10, -0.02, 0.01, 0.03, 0.11, 0.01, 0.00, 0.01, 0.00, 0.16, 0.07, 0.03, 0.00, 0.04, 0.16, 0.01, 0.01, 0.00, 0.00, 0.00, 0.00, 0.00, 0.00, 0.00, 0.00, 0.00, 0.00, 0.00, 0.00, 0.00, 0.00, 0.00, 0.07, 0.04, 0.00, 0.00, 0.00]}

(4)
{"formula": "C4H12", "method": "ωB97M-V/def2-TZVPD", "charge": 0, "lumo_energy_ev": 1.143, "e_tot_ev": -4341.367, "orbital_gap_ev": 12.342, "symbols": ["C", "C", "H", "H", "H", "H", "H", "H", "C", "C", "H", "H", "H", "H", "H", "H"], "coordinates": [[-0.992, 0.257, -1.489], [-1.015, 1.629, -1.977], [-1.779, -0.040, -0.843], [-0.893, -0.458, -2.190], [-0.123, 0.252, -0.710], [-1.826, 1.690, -2.778], [-1.242, 2.309, -1.234], [-0.060, 1.963, -2.302], [0.721, -0.431, 2.123], [1.330, -1.395, 1.203], [-0.082, -0.998, 2.728], [1.358, -0.077, 2.826], [0.289, 0.467, 1.538], [1.470, -2.305, 1.841], [2.225, -1.048, 0.815], [0.620, -1.816, 0.450]], "lowdin_charge": [-0.18, -0.18, 0.06, 0.03, 0.08, 0.10, 0.04, 0.06, -0.20, -0.21, 0.10, 0.02, 0.08, 0.08, 0.04, 0.08]}

(5)
{"formula": "C5H4O2P2", "method": "ωB97M-V/def2-TZVPD", "charge": 0, "lumo_energy_ev": -1.122, "e_tot_ev": -27919.207, "orbital_gap_ev": 7.818, "symbols": ["C", "C", "C", "C", "C", "O", "O", "P", "P", "H", "H", "H", "H"], "coordinates": [[1.123, 0.401, -0.935], [-0.156, 0.184, -0.496], [2.082, -0.034, 0.045], [1.358, -0.530, 1.131], [-0.049, -0.394, 0.894], [3.891, -0.938, 1.589], [4.526, 1.620, 0.267], [2.643, -0.845, 2.383], [4.427, 0.251, -0.201], [1.425, 0.906, -1.761], [-1.148, 0.283, -1.069], [-0.801, 0.241, 1.451], [-0.371, -1.433, 1.169]], "lowdin_charge": [-0.11, -0.05, -0.23, -0.48, -0.25, -0.69, -0.51, 0.92, 0.93, 0.06, 0.13, 0.14, 0.14]}

(6)
{"formula": "C4H5NO", "method": "ωB97M-V/def2-TZVPD", "charge": 0, "lumo_energy_ev": 1.027, "e_tot_ev": -7765.985, "orbital_gap_ev": 9.023, "symbols": ["O", "C", "C", "C", "N", "C", "H", "H", "H", "H", "H"], "coordinates": [[2.272, -0.101, -0.141], [0.909, -0.148, -0.031], [0.126, 0.924, 0.463], [-1.186, 0.566, 0.321], [-1.234, -0.694, -0.183], [0.056, -1.159, -0.418], [2.507, 0.830, -0.014], [0.503, 1.835, 0.904], [-2.076, 1.155, 0.477], [-2.108, -1.157, -0.377], [0.230, -2.051, -1.001]], "lowdin_charge": [0.03, -0.35, -0.05, -0.14, 0.00, -0.05, 0.10, 0.10, 0.11, 0.15, 0.11]}

For each record above, in turn, the calculated energy above the lowest of the compared OMol25 structures with the same formula, charge and spin values are 115.7, 440.8, 0.0, 112.0, 146.0, 52.2 kJ/mol.